1:
Formula: C2H3N3O
Source: the Open Molecules 2025 dataset
Level of theory: wB97M-V/def2-TZVPD

Geometry as XYZ:
```
9
C2H3N3O (wB97M-V/def2-TZVPD)
O 1.18 0.83 0.79
N -0.99 -0.58 1.53
N -1.29 -0.41 2.61
N 0.48 0.65 -1.40
C 0.45 0.33 -0.04
C -0.59 -0.66 0.30
H 0.73 -0.21 -1.86
H 1.18 1.37 -1.55
H -1.14 -1.31 -0.37
```

Values from the calculation:
LUMO level ... 0.54 eV

These are the natural (NBO) partial charges, in e, on atoms 1 to 6: atom 1 (O): -0.592, atom 2 (N): 0.109, atom 3 (N): 0.060, atom 4 (N): -0.836, atom 5 (C): 0.637, atom 6 (C): -0.389

---

2:
Formula: C2H3N3O
Source: the Open Molecules 2025 dataset
Level of theory: wB97M-V/def2-TZVPD

Geometry as XYZ:
```
9
C2H3N3O (wB97M-V/def2-TZVPD)
O -0.47 1.34 -0.14
N -1.73 0.46 -1.96
N -0.97 0.20 -0.70
N -0.41 -0.86 -0.27
C 0.52 -0.45 0.63
C 0.49 0.90 0.70
H -2.05 -0.47 -2.23
H 1.16 -1.16 1.12
H 1.05 1.64 1.24
```

Values from the calculation:
LUMO level (spin up / spin down) ... 0.18 / 0.18 eV

These are the natural (NBO) partial charges, in e, on atoms 1 to 6: atom 1 (O): -0.227, atom 2 (N): -0.607, atom 3 (N): 0.336, atom 4 (N): -0.218, atom 5 (C): -0.131, atom 6 (C): 0.060

---

Of them, 1 has the highest stability.

---

1:
Formula: C3H8N3
Source: the Open Molecules 2025 dataset
Level of theory: wB97M-V/def2-TZVPD

Geometry as XYZ:
```
14
C3H8N3 (wB97M-V/def2-TZVPD)
N 1.38 -1.14 0.67
N 1.19 0.89 -0.55
N 0.19 1.37 0.38
C 1.69 -0.32 -0.33
C -1.98 -0.41 -0.24
C -1.27 0.67 0.28
H 2.19 -0.65 -1.24
H 1.15 -0.65 1.53
H -0.08 2.34 0.42
H -1.86 -1.04 -1.06
H -2.84 -0.64 0.38
H 1.50 1.27 -1.43
H -1.82 1.28 1.11
H 2.00 -1.91 0.70
```

Values from the calculation:
Structure (SMILES) ... C=CN/[NH+]=C\N
Charge ... +1
LUMO level ... -3.93 eV

These are the natural (NBO) partial charges, in e, on atoms 1 to 6: atom 1 (N): -0.702, atom 2 (N): -0.355, atom 3 (N): -0.478, atom 4 (C): 0.380, atom 5 (C): -0.420, atom 6 (C): -0.054

---

2:
Formula: C3H8N3
Source: the Open Molecules 2025 dataset
Level of theory: wB97M-V/def2-TZVPD

Geometry as XYZ:
```
14
C3H8N3 (wB97M-V/def2-TZVPD)
N -2.48 -0.23 1.04
N -0.03 -0.21 -0.25
N 4.55 1.15 -1.82
C 2.32 0.35 -0.95
C 3.51 0.79 -1.43
C 0.98 0.49 0.05
H 0.02 -0.80 -1.01
H -2.68 0.06 2.08
H 1.06 1.17 0.86
H 5.33 1.39 -2.29
H 2.16 -0.70 -1.44
H -3.44 -0.01 0.67
H -0.91 -0.13 0.18
H -2.58 -1.30 1.13
```

Values from the calculation:
Charge ... +1
LUMO level ... -4.11 eV

These are the natural (NBO) partial charges, in e, on atoms 1 to 6: atom 1 (N): -1.113, atom 2 (N): -0.632, atom 3 (N): -0.520, atom 4 (C): -0.619, atom 5 (C): 0.578, atom 6 (C): 0.330

---

Of them, 2 has the highest stability.

---

1:
Formula: C3H8N3
Source: the Open Molecules 2025 dataset
Level of theory: wB97M-V/def2-TZVPD

Geometry as XYZ:
```
14
C3H8N3 (wB97M-V/def2-TZVPD)
N 1.04 -0.83 -0.11
N 1.59 0.98 -0.07
N -0.86 0.57 0.25
C -1.96 -0.37 -0.19
C 0.34 0.37 -0.57
C 2.19 -0.24 0.15
H 0.80 -1.81 -0.29
H 1.99 1.93 0.07
H -2.21 -0.32 -1.30
H -2.90 0.05 0.41
H 3.19 -0.82 0.16
H -1.67 -1.40 0.06
H -0.97 1.60 0.17
H -0.57 0.30 1.26
```

Values from the calculation:
Charge ... +1
LUMO level ... -3.58 eV

These are the natural (NBO) partial charges, in e, on atoms 1 to 6: atom 1 (N): -0.581, atom 2 (N): -0.585, atom 3 (N): -0.552, atom 4 (C): -0.429, atom 5 (C): 0.121, atom 6 (C): 0.251

---

2:
Formula: C3H8N3
Source: the Open Molecules 2025 dataset
Level of theory: wB97M-V/def2-TZVPD

Geometry as XYZ:
```
14
C3H8N3 (wB97M-V/def2-TZVPD)
N 0.56 0.09 0.64
N -1.53 -0.90 0.01
N -1.18 1.31 0.08
C -2.00 0.34 0.16
C -0.11 -1.04 0.12
C 1.81 0.61 0.13
H -2.97 0.53 0.55
H 0.16 -1.66 0.99
H 2.62 0.01 0.51
H -1.60 2.18 -0.06
H 1.89 1.66 0.48
H -2.07 -1.75 0.10
H 0.24 -1.60 -0.79
H 1.81 0.34 -0.95
```

Values from the calculation:
Charge ... +1
LUMO level (spin up / spin down) ... -6.82 / -6.76 eV

These are the natural (NBO) partial charges, in e, on atoms 1 to 6: atom 1 (N): 0.021, atom 2 (N): -0.565, atom 3 (N): -0.532, atom 4 (C): 0.320, atom 5 (C): -0.132, atom 6 (C): -0.490

---

Of them, 1 has the highest stability.